Entry 1:
158
Properties=species:S:1:pos:R:3:forces:R:3 method="wB97M-V/def2-TZVPD" smiles="CC(=O)N(C(C)=O)[C@H]1CCS(=O)(=O)OC1.CCOP(=O)(OCC)OCC.CCOP(=O)(OCC)OCC.CCOP(=O)(OCC)OCC.CCOP(=O)(OCC)OCC.CCOP(=O)(OCC)OCC" e_homo_ha=-0.3710 total_energy_ev=-150790.1563 charge=0 e_lumo_ha=-0.0455
C 4.5772 8.1157 -1.0711 -1.410 -0.866 -0.962
C 3.4646 7.3520 -0.3082 1.456 0.479 -0.524
O 3.5396 7.3210 0.8783 -0.678 -0.037 1.662
N 2.4179 6.6720 -0.9835 0.114 0.601 -0.978
C 2.6161 6.5355 -2.4123 0.083 -2.444 -0.912
C 2.8649 5.0976 -2.9115 0.602 0.271 1.152
O 2.6545 7.4164 -3.2038 -0.126 1.643 -0.153
C 1.0700 7.0964 -0.5712 -0.471 0.472 1.289
C 0.7630 8.6233 -0.7325 -0.742 -0.380 -0.400
C 0.2432 9.0588 -2.1348 0.151 0.464 1.183
S -0.9083 7.8399 -2.7912 -1.417 0.847 -2.565
O -0.3804 7.1136 -3.9108 1.326 -0.933 1.191
O -2.0971 8.5217 -3.2036 -0.456 0.292 1.581
O -1.2570 6.8809 -1.5211 0.957 1.052 -0.789
C -0.0714 6.1710 -1.1140 0.483 -0.891 0.219
H 5.2735 8.6013 -0.3854 -0.264 -0.353 -0.055
H 4.0594 8.8380 -1.7279 0.522 -0.170 0.192
H 5.0578 7.3712 -1.7332 0.167 0.570 0.200
H 2.9578 5.0491 -4.0007 -0.383 0.128 0.326
H 2.1548 4.3777 -2.4768 0.177 0.229 -0.333
H 3.8570 4.8245 -2.4885 -0.459 -0.012 -0.134
H 1.0434 6.9419 0.5220 0.291 0.066 -0.474
H -0.0596 8.8305 -0.0230 0.389 -0.097 -0.246
H 1.5969 9.2714 -0.4261 -0.087 -0.444 -0.102
H 1.0330 9.3475 -2.8419 -0.321 -0.824 -0.024
H -0.3554 9.9743 -1.9821 -0.013 -0.546 -0.206
H -0.3877 5.4945 -0.3042 -0.029 0.386 -0.350
H 0.2338 5.5204 -1.9499 0.108 0.403 0.225
C -4.2746 2.0445 5.7796 0.028 -0.057 -0.128
C -2.8983 2.6760 5.8832 -0.194 0.103 0.430
O -1.9661 2.0621 4.9942 -1.146 0.462 -0.840
P -1.6502 2.7163 3.5035 5.907 -3.067 5.267
O -1.4301 4.1498 3.9022 -3.036 0.574 -2.605
O -0.0660 2.3099 3.3442 -0.377 -0.103 -0.989
C 0.9272 3.3131 3.1365 0.145 0.205 0.193
C 1.5234 3.7763 4.4532 0.134 -0.111 0.175
O -1.9528 1.2447 2.7911 -1.371 2.276 -1.575
C -3.2660 0.7108 2.6941 -0.523 -0.419 0.022
C -4.2497 1.6486 2.0250 0.136 0.050 -0.161
H -4.7210 2.2428 4.8026 -0.040 0.017 0.004
H -4.9418 2.4517 6.5406 0.045 0.011 0.014
H -4.2170 0.9635 5.9137 0.001 0.011 0.073
H -2.9678 3.7517 5.7127 0.190 -0.015 -0.090
H -2.5159 2.5289 6.8954 0.109 -0.017 -0.063
H 0.5171 4.1506 2.5711 -0.055 0.017 0.126
H 1.7121 2.8716 2.5190 -0.122 -0.179 0.001
H 0.7581 3.9620 5.2066 -0.113 0.118 -0.176
H 2.1046 4.6896 4.3132 0.010 -0.029 -0.011
H 2.1831 3.0080 4.8617 0.019 0.015 -0.048
H -3.6093 0.3951 3.6812 0.057 0.221 0.098
H -3.1874 -0.2004 2.0977 0.217 0.068 -0.008
H -4.2467 2.6389 2.4944 -0.079 -0.044 0.102
H -5.2599 1.2417 2.0782 -0.001 0.051 0.024
H -3.9907 1.7880 0.9738 -0.002 0.009 0.027
C 1.0669 -2.5795 -1.3074 0.066 0.021 -0.099
C 0.0116 -1.5184 -1.5585 -0.173 -0.219 0.414
O 0.5594 -0.3678 -2.1953 0.367 -0.937 -0.845
P 0.4876 -0.1777 -3.8371 -1.267 5.690 5.235
O -0.9386 -0.5551 -4.1147 1.928 -2.388 -2.152
O 0.3515 1.4522 -3.9084 0.510 -0.375 -0.748
C -0.7624 2.0634 -4.5608 -0.346 0.052 0.047
C -1.8858 2.3393 -3.5785 -0.022 0.142 0.221
O 2.1239 0.0553 -3.9383 -1.174 -1.795 -2.016
C 3.0456 -1.0134 -3.7637 0.581 -0.410 0.189
C 2.7847 -2.1904 -4.6800 -0.059 0.108 -0.166
H 1.4371 -2.9906 -2.2489 -0.004 -0.047 0.005
H 0.6522 -3.4028 -0.7237 -0.034 0.029 -0.007
H 1.9144 -2.1620 -0.7626 -0.034 0.008 0.040
H -0.8139 -1.9424 -2.1344 0.006 0.150 -0.101
H -0.3955 -1.1859 -0.6013 0.013 0.126 -0.062
H -1.1072 1.4507 -5.3940 -0.014 -0.088 0.109
H -0.4134 3.0054 -4.9880 0.178 -0.051 0.089
H -2.0808 1.4895 -2.9235 0.028 -0.143 -0.204
H -2.8077 2.5896 -4.1065 0.032 0.048 0.007
H -1.6237 3.1778 -2.9294 -0.027 0.033 -0.055
H 3.0699 -1.3114 -2.7133 -0.252 -0.007 0.002
H 4.0357 -0.6095 -3.9837 -0.132 0.187 -0.047
H 1.7458 -2.5341 -4.6127 0.031 -0.063 0.121
H 3.4438 -3.0213 -4.4274 -0.037 -0.012 -0.016
H 2.9657 -1.9124 -5.7194 -0.004 -0.017 0.023
C 9.5704 -7.0000 -4.6530 -0.039 0.074 0.040
C 9.4270 -6.2232 -5.9497 0.083 -0.292 -0.227
O 8.3257 -5.3196 -5.9115 0.665 -0.249 1.067
P 8.5311 -3.7118 -5.5138 -4.781 -4.178 -6.428
O 9.7060 -3.4904 -6.4289 1.672 1.875 3.377
O 7.3596 -3.0564 -6.4567 0.161 0.818 1.069
C 7.6845 -2.0669 -7.4335 0.198 0.047 -0.348
C 7.9555 -2.7008 -8.7858 -0.163 -0.156 -0.144
O 7.3195 -3.9340 -4.3862 2.150 2.120 1.380
C 7.5287 -4.6652 -3.1878 -0.096 -0.386 0.465
C 8.6981 -4.1586 -2.3686 -0.060 0.203 -0.012
H 9.8465 -6.3371 -3.8305 0.046 -0.024 0.029
H 10.3483 -7.7597 -4.7447 0.001 0.020 -0.036
H 8.6343 -7.4943 -4.3907 0.016 -0.048 -0.035
H 10.3607 -5.7078 -6.1802 -0.096 0.114 -0.058
H 9.2318 -6.9239 -6.7643 -0.071 0.079 -0.039
H 8.5289 -1.4614 -7.1031 0.065 -0.130 -0.028
H 6.8282 -1.3940 -7.5140 -0.083 -0.120 0.160
H 8.6021 -3.5743 -8.7065 0.133 0.143 0.138
H 8.4212 -1.9820 -9.4621 -0.029 0.002 0.015
H 7.0226 -3.0436 -9.2378 0.000 0.055 0.005
H 7.6205 -5.7277 -3.4164 0.164 0.059 -0.171
H 6.6154 -4.5625 -2.5977 -0.056 0.142 -0.166
H 9.6123 -4.0913 -2.9689 0.022 -0.142 0.008
H 8.8855 -4.8208 -1.5228 0.052 0.003 -0.031
H 8.4901 -3.1592 -1.9826 0.014 -0.016 -0.016
C -7.0239 -2.0453 -5.6592 0.109 -0.002 0.046
C -7.5962 -2.9860 -4.6142 -0.407 0.118 -0.261
O -6.6159 -3.8991 -4.1321 0.620 1.055 0.237
P -5.7753 -3.5960 -2.7407 -2.817 -6.819 -1.897
O -6.8725 -3.1477 -1.8216 2.245 2.860 0.036
O -5.5650 -5.1239 -2.1857 0.691 0.588 0.166
C -6.0394 -5.4978 -0.8938 -0.314 -0.054 0.154
C -7.4422 -6.0729 -0.9702 -0.084 -0.210 -0.113
O -4.3223 -3.7889 -3.5087 -0.212 2.289 1.775
C -3.8282 -2.8229 -4.4289 0.325 0.342 -0.578
C -3.7610 -1.4261 -3.8534 -0.143 -0.030 0.251
H -6.2827 -1.3768 -5.2168 -0.013 0.038 -0.021
H -7.8125 -1.4288 -6.0938 -0.022 -0.027 0.031
H -6.5405 -2.6042 -6.4614 -0.041 -0.012 -0.012
H -8.0456 -2.4126 -3.8012 0.080 -0.132 0.120
H -8.3891 -3.5841 -5.0680 0.058 -0.100 0.075
H -5.9949 -4.6522 -0.2071 -0.105 0.042 -0.093
H -5.3577 -6.2561 -0.5030 0.107 0.024 -0.191
H -8.0965 -5.4732 -1.6025 0.091 0.193 0.124
H -7.8856 -6.1421 0.0249 0.019 -0.017 -0.012
H -7.4187 -7.0737 -1.4064 0.023 0.001 0.043
H -4.4129 -2.8576 -5.3506 -0.212 -0.006 0.137
H -2.8194 -3.1390 -4.7015 -0.042 -0.138 0.164
H -4.7214 -1.1218 -3.4174 -0.076 -0.020 -0.140
H -3.4860 -0.7096 -4.6261 0.021 0.014 0.059
H -3.0152 -1.3765 -3.0606 -0.006 0.038 -0.055
C -4.5205 -4.4447 9.9612 0.010 0.089 0.074
C -3.6416 -3.7582 8.9313 -0.101 -0.418 -0.236
O -3.6687 -2.3420 9.0733 0.301 -0.280 1.184
P -2.5005 -1.5454 9.9328 -2.724 2.467 -6.774
O -1.2554 -2.2080 9.4246 0.186 -0.665 3.600
O -2.4249 -0.1421 9.0946 0.082 0.071 0.946
C -1.1938 0.2954 8.5160 0.287 -0.169 -0.313
C -1.0624 -0.1821 7.0818 -0.239 -0.006 -0.157
O -3.6351 -0.7932 10.8802 2.259 -1.140 1.450
C -4.3739 -1.4967 11.8688 -0.501 -0.222 0.393
C -3.5004 -2.2365 12.8615 0.142 0.140 0.012
H -4.1214 -4.3056 10.9680 -0.002 -0.046 0.016
H -4.5724 -5.5174 9.7680 0.027 0.017 -0.030
H -5.5332 -4.0402 9.9388 -0.005 -0.022 -0.039
H -2.6237 -4.1484 8.9890 0.058 0.185 -0.027
H -4.0204 -3.9829 7.9321 0.029 0.129 -0.020
H -0.3470 -0.0279 9.1216 -0.066 -0.112 -0.025
H -1.1941 1.3877 8.5359 -0.194 -0.018 0.109
H -1.3341 -1.2325 6.9704 0.164 -0.052 0.249
H -0.0409 -0.0470 6.7220 -0.039 0.059 -0.032
H -1.7316 0.3818 6.4312 0.174 -0.071 0.039
H -5.0960 -2.1596 11.3874 0.176 -0.092 -0.133
H -4.9627 -0.7506 12.4059 0.108 0.134 -0.149
H -2.7758 -2.8852 12.3570 -0.092 -0.088 -0.006
H -4.1125 -2.8486 13.5246 0.030 -0.032 -0.027
H -2.9333 -1.5311 13.4713 0.000 -0.019 -0.025


Entry 2:
147
Properties=species:S:1:pos:R:3:forces:R:3 method="wB97M-V/def2-TZVPD" e_homo_ha=-0.1640 total_energy_ev=-77767.0052 charge=-1 e_lumo_ha=0.0697 relative_energy_ev=0.000
C 1.0706 0.5745 3.6407 0.117 -0.341 -0.620
P 2.4475 -0.5801 3.2626 0.922 -0.317 0.887
O 3.4208 0.2911 2.2132 -0.615 -0.149 -0.174
C 1.6380 -1.9326 2.2432 -0.248 0.210 0.425
O 0.2127 -1.7521 2.2295 0.361 0.134 -0.467
C -0.3641 -1.6088 0.9671 -0.833 0.370 -0.251
C -1.4071 -0.4544 0.9680 0.778 -0.379 0.699
N -2.0373 -0.3533 2.2727 -0.393 -0.010 -0.525
C -3.0706 -1.3468 2.5381 0.251 0.329 0.958
N -2.8705 -2.0416 3.8026 -0.316 -0.351 -0.286
C 1.9141 -3.2442 3.0219 0.626 -0.315 -1.299
O 2.5865 -4.1346 2.4522 0.037 0.230 -0.162
O 1.4080 -3.2495 4.1336 -0.853 -0.142 1.645
H 1.4148 1.2377 4.4161 0.165 0.402 0.202
H 0.2328 0.0044 4.0086 -0.296 -0.302 0.119
H 0.7305 1.1297 2.7681 -0.054 0.165 -0.115
H 2.9665 0.4731 1.3818 0.224 0.184 -0.183
H 2.0639 -2.0128 1.2464 -0.007 0.170 -0.267
H 0.3683 -1.3689 0.1995 0.251 -0.077 -0.165
H -0.8538 -2.5360 0.6669 -0.048 -0.291 -0.017
H -2.1204 -0.5839 0.1520 -0.084 -0.061 -0.251
H -0.8514 0.4593 0.7933 0.003 0.387 -0.031
H -2.3542 0.5847 2.4568 -0.122 0.058 -0.074
H -3.1321 -2.0691 1.7358 0.163 -0.226 -0.264
H -4.0467 -0.8767 2.6191 -0.292 0.182 -0.160
H -2.8318 -1.3397 4.5265 0.130 0.004 0.209
H -1.9711 -2.5096 3.7945 0.175 0.073 0.026
C 6.7704 2.2852 0.2744 -0.098 0.098 -0.068
C 5.9960 1.1207 -0.3179 0.218 -0.037 0.062
O 4.6134 1.3735 -0.4720 -0.320 -0.111 -0.017
C 4.2544 2.4453 -1.3151 0.062 0.107 -0.053
C 4.7219 2.2861 -2.7533 0.103 -0.059 0.007
H 6.3411 2.5803 1.2313 0.025 -0.020 0.027
H 7.8120 2.0035 0.4326 -0.001 -0.021 0.030
H 6.7615 3.1607 -0.3784 0.051 -0.010 -0.015
H 6.0598 0.2671 0.3556 -0.133 -0.010 0.014
H 6.4365 0.8037 -1.2716 0.000 0.058 -0.021
H 4.6073 3.3963 -0.8983 0.042 0.013 -0.044
H 3.1642 2.4819 -1.2959 -0.011 -0.058 0.071
H 5.8102 2.2754 -2.8283 0.004 0.057 0.002
H 4.3554 3.1141 -3.3624 -0.030 -0.003 0.006
H 4.3520 1.3496 -3.1730 -0.035 0.009 -0.001
C -1.7091 -8.1898 0.2744 0.014 -0.031 0.073
C -0.8428 -7.2640 -0.5658 0.043 -0.040 -0.019
O -0.5573 -6.0308 0.0482 -0.113 0.135 -0.059
C 0.1489 -6.0973 1.2878 0.110 0.034 0.176
C 1.5078 -6.7591 1.1904 -0.052 -0.304 -0.195
H -2.6415 -7.6942 0.5490 -0.007 0.007 -0.014
H -1.9455 -9.0967 -0.2861 -0.012 0.016 -0.027
H -1.2075 -8.4902 1.1946 0.027 -0.023 -0.019
H -1.3726 -7.0189 -1.4889 0.009 0.067 0.002
H 0.0845 -7.7705 -0.8613 -0.011 -0.064 0.047
H -0.4696 -6.5882 2.0480 -0.009 -0.042 -0.032
H 0.2841 -5.0677 1.6123 -0.003 0.025 -0.073
H 1.4349 -7.8120 0.8955 -0.057 -0.003 0.060
H 2.0099 -6.7096 2.1541 0.023 0.176 -0.009
H 2.1263 -6.2489 0.4526 0.041 0.098 0.088
C -6.0762 -1.0895 -2.3727 0.058 0.003 -0.138
C -5.7805 0.2068 -1.6394 -0.136 -0.046 -0.061
O -4.4071 0.5360 -1.5793 0.158 0.051 0.263
C -3.7466 0.7153 -2.8150 -0.011 0.025 -0.228
C -4.3268 1.8351 -3.6639 -0.200 -0.023 0.038
H -5.5238 -1.9158 -1.9243 -0.025 -0.006 0.037
H -7.1419 -1.3147 -2.3192 0.005 -0.037 0.072
H -5.7988 -1.0356 -3.4276 -0.031 0.037 -0.005
H -6.1042 0.1122 -0.6025 0.087 0.020 0.039
H -6.3540 1.0359 -2.0730 0.001 -0.020 -0.053
H -3.7231 -0.2271 -3.3760 -0.036 0.016 -0.032
H -2.7117 0.9569 -2.5696 -0.015 -0.040 0.139
H -5.3569 1.6270 -3.9618 0.027 -0.057 -0.053
H -3.7390 1.9671 -4.5737 0.052 0.044 0.036
H -4.3252 2.7734 -3.1089 0.090 0.029 -0.039
C 10.7664 4.9208 1.3869 0.011 -0.029 0.103
C 9.3450 5.4533 1.3096 0.104 0.070 -0.029
O 8.4267 4.7598 2.1277 -0.180 -0.087 -0.096
C 8.6909 4.7662 3.5172 0.055 0.016 0.146
C 8.7160 6.1545 4.1349 0.054 0.077 -0.126
H 10.7889 3.8580 1.1429 -0.007 0.000 -0.025
H 11.4062 5.4551 0.6833 -0.017 -0.002 -0.027
H 11.1954 5.0438 2.3823 0.016 0.045 -0.010
H 8.9736 5.3375 0.2909 -0.086 -0.041 0.027
H 9.3222 6.5272 1.5313 0.055 0.001 0.027
H 9.6227 4.2306 3.7323 0.031 0.046 0.006
H 7.8871 4.1865 3.9699 -0.036 -0.043 -0.095
H 9.5266 6.7659 3.7344 0.038 -0.022 0.047
H 8.8574 6.0823 5.2136 -0.027 -0.022 0.009
H 7.7788 6.6765 3.9374 -0.025 -0.022 0.030
C -0.5046 5.9334 -2.4465 -0.066 0.096 -0.063
C -1.1260 4.7295 -3.1338 0.149 -0.003 0.003
O -2.4826 4.9085 -3.4942 -0.186 -0.139 0.123
C -2.7621 5.9598 -4.3952 0.062 0.107 -0.139
C -2.0649 5.8191 -5.7392 0.084 -0.091 0.029
H -1.0827 6.2094 -1.5638 0.011 -0.024 0.022
H 0.5155 5.7031 -2.1378 -0.004 -0.032 0.020
H -0.4624 6.8033 -3.1041 0.046 -0.016 -0.020
H -1.1155 3.8809 -2.4497 -0.099 -0.025 -0.016
H -0.5341 4.4345 -4.0080 0.017 0.049 -0.010
H -2.5313 6.9294 -3.9379 0.050 0.006 -0.024
H -3.8416 5.9360 -4.5475 -0.019 -0.069 0.077
H -0.9792 5.8680 -5.6415 -0.001 0.068 -0.004
H -2.3739 6.6234 -6.4083 -0.029 0.000 0.003
H -2.3122 4.8616 -6.2012 -0.023 0.005 -0.011
C -2.3785 -0.0419 -6.5966 0.133 0.051 -0.015
C -2.9194 1.0462 -7.5086 -0.065 -0.158 0.012
O -2.0611 2.1644 -7.6455 -0.091 0.211 0.047
C -0.7781 1.9044 -8.1802 0.134 -0.074 -0.035
C -0.7995 1.3135 -9.5802 -0.127 -0.062 0.006
H -2.1498 0.3674 -5.6117 -0.022 -0.019 0.020
H -3.1148 -0.8380 -6.4820 -0.031 0.023 0.014
H -1.4657 -0.4912 -6.9898 -0.030 -0.038 -0.029
H -3.8460 1.4394 -7.0894 0.030 0.098 -0.005
H -3.1720 0.6348 -8.4928 0.040 -0.031 -0.003
H -0.2026 1.2658 -7.5007 -0.008 -0.047 -0.031
H -0.2706 2.8691 -8.2055 -0.070 0.050 0.056
H -1.2713 0.3303 -9.6008 0.058 -0.028 0.013
H 0.2181 1.2002 -9.9552 0.012 0.028 0.006
H -1.3548 1.9616 -10.2596 0.029 0.028 -0.005
C -10.5674 -4.0987 -0.5618 -0.059 0.109 -0.045
C -9.3772 -3.4468 0.1222 -0.073 -0.112 0.078
O -8.9405 -2.2533 -0.4994 0.195 0.044 -0.121
C -9.8806 -1.2002 -0.5679 -0.120 0.072 0.031
C -10.3706 -0.7201 0.7879 0.011 -0.112 0.070
H -10.3445 -4.2940 -1.6116 0.018 -0.024 0.004
H -10.8080 -5.0436 -0.0737 0.031 -0.016 0.003
H -11.4582 -3.4699 -0.5208 -0.015 -0.022 0.045
H -8.5247 -4.1242 0.0839 0.069 0.075 -0.026
H -9.5888 -3.2706 1.1826 -0.052 0.004 -0.006
H -10.7259 -1.4817 -1.2071 -0.035 -0.008 0.042
H -9.3668 -0.3812 -1.0732 0.080 -0.056 -0.028
H -10.9198 -1.4971 1.3216 -0.053 0.018 -0.027
H -11.0387 0.1331 0.6652 0.019 0.020 -0.017
H -9.5290 -0.4208 1.4134 0.009 0.033 -0.018
C 5.5357 -3.5446 9.2232 0.040 0.021 -0.076
C 4.0455 -3.3678 9.4705 -0.023 -0.121 0.007
O 3.5164 -2.1688 8.9569 -0.004 0.221 0.098
C 3.6378 -1.9938 7.5432 -0.031 -0.092 -0.208
C 2.9569 -3.0631 6.7122 0.232 -0.090 0.389
H 6.0930 -2.6978 9.6281 -0.004 -0.004 0.022
H 5.8910 -4.4593 9.7019 -0.014 0.008 0.027
H 5.7638 -3.6175 8.1598 -0.018 -0.047 -0.004
H 3.8629 -3.3342 10.5469 -0.041 0.062 -0.005
H 3.4889 -4.2294 9.0837 0.062 -0.024 -0.047
H 4.6952 -1.9043 7.2669 0.001 -0.021 0.019
H 3.1793 -1.0284 7.3299 -0.013 0.027 0.112
H 3.4061 -4.0477 6.8688 0.034 0.023 -0.056
H 3.0330 -2.8301 5.6551 -0.112 0.027 -0.061
H 1.9008 -3.1369 6.9682 -0.047 0.038 -0.097